(1)
{"formula": "C55H55As3BrMgN4", "method": "ωB97M-V with the def2-TZVPD basis set", "orbital_gap_ev": [5.12, 5.13], "total_energy_ev": -321887.78917, "e_lumo_ha": [0.058, 0.059], "relative_energy_ev": 0.000, "total_charge": -1, "symbols": ["Mg", "C", "C", "C", "C", "C", "C", "C", "C", "C", "C", "C", "N", "C", "C", "C", "C", "C", "C", "C", "C", "C", "C", "C", "C", "C", "N", "C", "C", "C", "C", "C", "C", "C", "C", "C", "C", "C", "C", "N", "C", "C", "N", "C", "C", "C", "C", "C", "C", "H", "H", "H", "H", "H", "H", "H", "H", "H", "H", "H", "H", "H", "H", "H", "H", "H", "H", "H", "H", "H", "H", "H", "H", "H", "H", "H", "H", "C", "As", "C", "C", "C", "C", "C", "As", "C", "C", "C", "As", "C", "C", "H", "H", "H", "H", "H", "H", "H", "H", "H", "H", "H", "H", "H", "H", "H", "H", "H", "H", "H", "H", "H", "H", "H", "H", "H", "H", "H", "Br"], "positions_angstrom": [[12.285, 15.422, 12.653], [13.291, 14.598, 21.841], [12.461, 13.946, 20.936], [12.289, 14.496, 19.676], [12.967, 15.668, 19.239], [13.773, 16.297, 20.222], [13.920, 15.742, 21.464], [12.851, 16.081, 17.859], [12.922, 17.343, 17.376], [13.185, 18.649, 17.982], [13.162, 19.548, 16.987], [12.790, 18.891, 15.674], [12.576, 17.580, 16.036], [12.886, 19.497, 14.467], [13.107, 18.850, 13.137], [13.510, 19.611, 11.983], [14.138, 18.757, 11.160], [14.111, 17.466, 11.799], [14.990, 16.413, 11.465], [15.953, 16.545, 10.348], [15.939, 15.644, 9.297], [16.948, 15.740, 8.335], [17.986, 16.666, 8.438], [17.955, 17.602, 9.462], [16.949, 17.542, 10.413], [15.140, 15.271, 12.290], [14.261, 15.056, 13.299], [14.906, 14.512, 14.316], [14.288, 14.725, 15.673], [15.302, 15.000, 16.772], [16.068, 16.153, 16.849], [17.083, 16.251, 17.794], [17.324, 15.228, 18.689], [16.556, 14.080, 18.625], [15.540, 13.980, 17.684], [12.989, 15.366, 15.523], [11.884, 16.454, 15.332], [11.019, 15.542, 16.217], [12.319, 15.125, 16.832], [12.916, 14.007, 16.044], [16.268, 14.252, 13.949], [16.410, 14.703, 12.670], [13.358, 17.553, 12.983], [13.058, 20.979, 14.469], [14.308, 21.580, 14.527], [14.416, 22.969, 14.446], [13.304, 23.714, 14.173], [12.046, 23.151, 14.112], [11.937, 21.785, 14.291], [13.499, 14.166, 22.809], [11.928, 13.059, 21.224], [11.684, 13.981, 18.943], [14.357, 17.151, 19.991], [14.598, 16.217, 22.139], [13.389, 18.792, 19.048], [13.418, 20.590, 17.026], [13.320, 20.652, 11.863], [14.572, 18.962, 10.201], [15.154, 14.912, 9.226], [16.997, 14.982, 7.555], [18.806, 16.658, 7.718], [18.736, 18.342, 9.582], [16.975, 18.224, 11.259], [15.894, 16.939, 16.100], [17.683, 17.157, 17.846], [18.122, 15.330, 19.428], [16.733, 13.306, 19.349], [14.938, 13.084, 17.609], [11.573, 16.907, 14.401], [10.422, 16.132, 16.935], [17.086, 13.880, 14.513], [17.306, 14.649, 12.051], [15.207, 20.948, 14.677], [15.366, 23.455, 14.627], [13.425, 24.770, 14.061], [11.178, 23.773, 13.983], [10.955, 21.331, 14.338], [8.284, 14.947, 11.672], [9.543, 15.013, 13.174], [8.554, 16.434, 14.138], [8.806, 13.534, 14.269], [9.031, 12.048, 13.930], [8.281, 11.280, 15.044], [10.504, 11.635, 14.034], [11.898, 12.493, 12.940], [11.916, 11.542, 11.220], [13.345, 11.454, 13.826], [8.466, 11.697, 12.553], [7.911, 9.861, 12.190], [7.179, 10.309, 10.430], [9.606, 9.008, 11.553], [7.291, 14.907, 12.075], [8.403, 14.026, 11.102], [8.469, 15.812, 11.052], [7.506, 16.183, 14.240], [8.649, 17.372, 13.579], [8.941, 16.586, 15.155], [7.716, 13.710, 14.271], [9.179, 13.786, 15.275], [8.600, 11.665, 16.026], [8.415, 10.196, 15.026], [7.211, 11.495, 14.916], [10.616, 10.569, 13.934], [10.860, 11.890, 15.052], [11.943, 10.490, 11.385], [12.851, 11.856, 10.712], [11.060, 11.836, 10.581], [13.261, 10.400, 13.645], [13.213, 11.673, 14.914], [14.310, 11.833, 13.503], [9.142, 12.054, 11.742], [7.500, 12.245, 12.446], [6.184, 10.737, 10.490], [6.995, 9.367, 9.912], [7.825, 10.927, 9.802], [10.288, 8.900, 12.383], [10.067, 9.614, 10.759], [9.300, 8.047, 11.190], [11.465, 15.159, 10.256]]}

(2)
{"formula": "C55H55F3O4PSbTc", "method": "ωB97M-V with the def2-TZVPD basis set", "orbital_gap_ev": [6.17, 6.48], "multiplicity": 2, "total_energy_ev": -92280.37834, "e_lumo_ha": [-0.268, -0.256], "s_squared": 0.76, "total_charge": 2, "symbols": ["Tc", "C", "C", "C", "O", "C", "C", "O", "C", "O", "C", "C", "C", "C", "C", "C", "C", "C", "C", "C", "C", "C", "C", "O", "C", "C", "C", "C", "C", "C", "C", "C", "C", "C", "C", "C", "H", "H", "H", "H", "H", "H", "H", "H", "H", "H", "H", "H", "H", "H", "H", "H", "H", "H", "H", "H", "H", "H", "H", "H", "H", "H", "H", "H", "C", "C", "P", "C", "C", "C", "C", "H", "H", "H", "H", "H", "H", "H", "H", "H", "H", "H", "H", "H", "H", "H", "F", "C", "C", "C", "C", "C", "C", "Sb", "C", "C", "C", "C", "F", "C", "C", "C", "C", "C", "C", "F", "C", "C", "H", "H", "H", "H", "H", "H", "H", "H", "H", "H", "H", "H"], "positions_angstrom": [[-0.088, 0.429, -0.402], [4.058, 0.133, 3.841], [3.547, -1.030, 3.028], [4.296, -2.311, 3.279], [2.157, -1.233, 3.289], [1.374, -1.010, 2.151], [2.372, -0.496, 1.078], [3.624, -0.707, 1.631], [2.357, -1.166, -0.330], [1.077, -0.797, -0.970], [2.431, -2.673, -0.236], [3.665, -3.282, -0.028], [3.743, -4.660, 0.116], [2.596, -5.440, 0.047], [1.366, -4.838, -0.172], [1.285, -3.458, -0.311], [3.413, -0.575, -1.262], [3.499, -1.104, -2.551], [4.398, -0.585, -3.469], [5.233, 0.467, -3.106], [5.153, 0.999, -1.828], [4.239, 0.488, -0.907], [0.220, -0.052, 2.557], [-0.544, 0.213, 1.327], [0.730, 1.228, 3.205], [1.028, 1.219, 4.566], [1.536, 2.351, 5.181], [1.751, 3.515, 4.453], [1.445, 3.540, 3.102], [0.937, 2.401, 2.489], [-0.784, -0.753, 3.461], [-2.006, -0.115, 3.683], [-2.945, -0.667, 4.537], [-2.674, -1.871, 5.182], [-1.470, -2.515, 4.953], [-0.524, -1.963, 4.091], [3.837, -0.030, 4.896], [3.586, 1.065, 3.518], [5.138, 0.218, 3.715], [4.290, -2.533, 4.347], [5.331, -2.203, 2.948], [3.828, -3.134, 2.738], [0.918, -1.944, 1.811], [2.192, 0.595, 0.900], [4.565, -2.679, 0.017], [4.707, -5.127, 0.278], [2.663, -6.516, 0.160], [0.469, -5.442, -0.233], [0.323, -2.992, -0.486], [2.862, -1.937, -2.830], [4.461, -1.013, -4.463], [5.954, 0.859, -3.813], [5.816, 1.804, -1.532], [4.218, 0.904, 0.091], [0.862, 0.318, 5.146], [1.767, 2.325, 6.239], [2.147, 4.399, 4.938], [1.596, 4.449, 2.530], [0.690, 2.445, 1.439], [-2.212, 0.833, 3.197], [-3.885, -0.156, 4.713], [-3.399, -2.298, 5.865], [-1.254, -3.454, 5.448], [0.418, -2.478, 3.942], [0.148, 2.867, -4.537], [0.225, 1.745, -3.498], [0.387, 2.335, -1.778], [2.083, 2.982, -1.741], [2.615, 3.535, -0.420], [-0.777, 3.715, -1.585], [-1.030, 4.152, -0.135], [0.124, 2.422, -5.532], [1.015, 3.529, -4.500], [-0.753, 3.470, -4.421], [1.093, 1.103, -3.672], [-0.652, 1.101, -3.561], [2.103, 3.750, -2.517], [2.717, 2.157, -2.079], [2.018, 4.368, -0.050], [3.627, 3.906, -0.572], [2.660, 2.769, 0.353], [-1.711, 3.389, -2.047], [-0.386, 4.537, -2.185], [-1.291, 3.309, 0.513], [-1.856, 4.863, -0.100], [-0.163, 4.642, 0.306], [-7.085, 3.922, -2.675], [-6.099, 3.084, -2.374], [-6.049, 1.858, -3.015], [-5.019, 0.984, -2.708], [-4.049, 1.360, -1.780], [-4.138, 2.589, -1.124], [-5.172, 3.465, -1.423], [-2.634, -0.088, -1.204], [-2.148, -1.106, -2.986], [-2.469, -0.589, -4.242], [-2.152, -1.299, -5.392], [-1.508, -2.516, -5.261], [-1.199, -3.197, -6.361], [-1.160, -3.046, -4.031], [-1.481, -2.329, -2.890], [-3.942, -1.403, -0.208], [-4.739, -0.864, 0.804], [-5.755, -1.624, 1.355], [-5.949, -2.910, 0.879], [-6.936, -3.638, 1.394], [-5.161, -3.466, -0.110], [-4.141, -2.702, -0.659], [-6.818, 1.598, -3.732], [-4.994, 0.010, -3.185], [-3.422, 2.868, -0.361], [-5.275, 4.422, -0.926], [-2.966, 0.368, -4.340], [-2.401, -0.928, -6.378], [-0.656, -4.003, -3.981], [-1.197, -2.733, -1.924], [-4.585, 0.147, 1.162], [-6.399, -1.236, 2.134], [-5.353, -4.478, -0.443], [-3.528, -3.130, -1.441]]}